C4H5NS | ωB97M-V/def2-TZVPD

Geometry as ORCA input:
```
! RIJCOSX wB97M-V def2-TZVPD def2/J DEFGRID3
* xyz 0 1
C -1.23 -0.67 0.08
C -2.52 -0.55 -0.14
C 0.10 -0.85 -0.11
C 1.18 0.00 0.20
N 0.61 1.87 0.43
S 2.84 -0.20 -0.12
H -3.07 -0.94 0.69
H -2.98 -0.27 -1.09
H 0.52 -1.76 -0.52
H 1.53 2.29 0.60
H 3.01 1.09 -0.03
*
```

Calculated values
E_tot (eV): -16547.2470
Highest occupied orbital energy (alpha / beta) (Eh): -0.359 / -0.270

Löwdin atomic charge list, values in e, 5 entries: number 1, C, carries -0.069; number 2, C, carries 0.012; number 3, C, carries -0.225; number 4, C, carries -0.580; number 5, N, carries 0.090



C4H5NS2 | ωB97M-V/def2-TZVPD

Geometry as ORCA input:
```
! RIJCOSX wB97M-V def2-TZVPD def2/J DEFGRID3
* xyz 0 1
C -0.60 0.85 1.57
C -0.79 -0.51 1.67
C -0.09 1.56 0.54
C 0.73 -0.81 -1.83
N 0.31 -0.37 -0.49
S 0.41 2.80 -0.23
S -0.24 -1.57 0.54
H -1.02 1.53 2.24
H -1.14 -1.01 2.61
H 1.70 -0.18 -2.13
H 0.88 -1.84 -2.01
H -0.14 -0.44 -2.49
*
```

Calculated values
E_tot (eV): -27385.8613
Highest occupied orbital energy (alpha / beta) (Eh): -0.273 / -0.273

Löwdin atomic charge list, values in e, 5 entries: number 1, C, carries -0.266; number 2, C, carries -0.483; number 3, C, carries -0.700; number 4, C, carries -0.232; number 5, N, carries -0.472



C4H5NS3 | ωB97M-V/def2-TZVPD

Geometry as ORCA input:
```
! RIJCOSX wB97M-V def2-TZVPD def2/J DEFGRID3
* xyz 0 1
S -2.53 -0.70 -0.07
C -0.91 -0.51 0.13
N -0.02 -1.48 -0.20
S 1.67 -1.49 0.09
C 1.94 0.22 -0.43
C 1.10 1.12 0.46
S -0.14 2.20 -0.30
C -0.31 0.73 0.73
H -0.42 -2.32 -0.65
H 1.67 0.31 -1.49
H 3.01 0.41 -0.31
H 1.65 1.54 1.31
H -0.71 0.96 1.70
*
```

Calculated values
E_tot (eV): -38223.9906
Highest occupied orbital energy (Eh): -0.314
SMILES: S=C1NSC[C@H]2S[C@@H]12

Löwdin atomic charge list, values in e, 5 entries: number 1, S, carries 0.647; number 2, C, carries -0.921; number 3, N, carries -0.346; number 4, S, carries 0.911; number 5, C, carries -0.472



C4H5O2Rh | ωB97M-V/def2-TZVPD

Geometry as ORCA input:
```
! RIJCOSX wB97M-V def2-TZVPD def2/J DEFGRID3
* xyz 0 5
O -2.01 1.59 -0.17
C -1.68 0.56 -1.00
C -0.52 -0.14 -0.85
C 0.42 -0.04 0.23
C 1.58 -0.77 0.25
O 2.47 -0.80 1.19
Rh 2.83 -0.19 2.92
H -2.28 0.44 -1.91
H -2.48 1.01 0.51
H -0.29 -0.85 -1.66
H 0.18 0.61 1.09
H 1.77 -1.42 -0.62
*
```

Calculated values
E_tot (eV): -11325.5001
Expectation value of S²: 6.050
Highest occupied orbital energy (alpha / beta) (Eh): -0.243 / -0.303

Löwdin atomic charge list, values in e, 5 entries: number 1, O, carries -0.032; number 2, C, carries -0.221; number 3, C, carries -0.107; number 4, C, carries -0.071; number 5, C, carries -0.290